Computed, not measured: a molecular structure, C8H17N3Si at a distorted geometry, with ωB97M-V with the def2-TZVPD basis set.

Geometry (Å):
C1 -2.2290 0.8023 2.4202
C2 -2.4155 -0.8630 1.1945
C3 2.0777 -1.9329 1.7351
C4 -0.0015 1.2545 -3.4718
C5 2.5669 -0.5766 1.1633
C6 1.2410 0.0548 0.5643
C7 1.3148 0.0139 -0.9479
C8 -2.2190 0.3243 -1.0154
N1 -2.4036 -0.5313 2.4647
N2 -2.0563 1.2897 1.1939
N3 -2.1867 0.2078 0.3982
Si1 0.0164 1.2395 -1.6615
H1 -2.1885 1.4930 3.3437
H2 -2.6203 -1.8926 0.8224
H3 1.5148 -2.4648 0.9546
H4 2.8069 -2.4485 2.2793
H5 1.2314 -1.6429 2.4420
H6 0.8728 0.6627 -3.7950
H7 -0.9220 0.6723 -3.6095
H8 -0.1115 2.1516 -3.9376
H9 3.1820 -0.6989 0.3196
H10 3.0304 -0.0192 1.8799
H11 0.3425 -0.5508 0.8775
H12 1.1351 0.9948 0.8064
H13 1.1405 -1.0226 -1.3668
H14 2.2100 0.4046 -1.2461
H15 -3.0057 0.9837 -1.2750
H16 -2.3804 -0.5982 -1.5104
H17 0.0564 2.6930 -1.0229

Cartesian forces (eV/Å) of the 6 atoms listed first:
0.7 1.6 0.9
-0.1 -1.1 -0.9
-2.3 2.2 0.1
0.1 -3.1 0.8
-4.0 -2.1 -1.3
1.0 -5.4 -0.8

Results
- E_LUMO: 0.77 eV
- 2S+1: 1
- Energy above the lowest of the compared OMol25 structures with the same formula, charge and spin: 272.4 kJ/mol
- HOMO: -0.3143 Ha